113
Properties=species:S:1:pos:R:3:forces:R:3 method="wB97M-V/def2-TZVPD" e_homo_ev="-4.910 / -4.911" e_lumo_ev="0.07 / 0.07" charge=-1 de_lowest_kj_mol=330.88
Ti -0.198231 -0.699417 -0.517253 0.01 -0.30 0.03
C 4.345391 -5.881599 -0.923845 0.00 -0.01 0.01
C 3.931406 -6.125252 0.383744 0.03 -0.02 0.00
C 2.892110 -5.398653 0.957432 -0.08 0.01 -0.04
C 2.303137 -4.420627 0.185758 0.06 -0.01 0.08
C 1.110063 -3.579619 0.418813 -0.11 -0.17 -0.57
N 1.313908 -2.368743 -0.458847 0.02 0.01 -0.06
C 1.973489 -3.003451 -1.620529 -0.01 0.06 0.04
N 1.851618 -2.601517 -2.812632 -0.03 -0.03 -0.03
C 1.108923 -1.564173 -3.243143 0.26 0.11 0.05
C 1.190483 -1.085461 -4.561760 -0.08 0.05 -0.02
C 1.876256 -1.549086 -5.706617 0.03 0.01 0.01
C 1.747386 -0.829333 -6.859608 0.00 0.00 0.00
C 0.953742 0.352040 -6.924024 0.01 -0.01 -0.01
C 0.281820 0.810938 -5.829085 0.00 0.04 0.03
C 0.404623 0.080543 -4.627549 0.01 -0.08 -0.01
C -0.174261 0.258422 -3.357634 0.01 0.10 0.04
N -1.052755 1.271395 -3.107837 0.06 0.00 0.03
C -1.819331 1.221828 -2.083993 -0.16 -0.18 -0.10
N -1.833132 0.191823 -1.151001 0.03 -0.03 -0.02
C -3.092082 0.152845 -0.576343 -0.15 0.11 0.05
N -3.607448 -0.857251 0.009388 0.08 -0.03 0.01
C -2.881725 -1.993011 0.198352 -0.18 0.10 0.02
N -1.506436 -2.144037 0.110009 0.04 -0.06 -0.06
C -1.237360 -3.461580 0.470306 0.00 0.10 0.07
N -0.034072 -4.057682 0.614080 0.06 0.04 0.39
C -2.433270 -4.131864 0.758430 -0.08 0.04 -0.06
C -2.715315 -5.455039 1.170692 0.04 0.01 0.01
C -4.018160 -5.787243 1.400729 -0.02 0.01 0.00
C -5.074261 -4.841047 1.236663 0.01 -0.02 0.01
C -4.821986 -3.561468 0.836708 0.00 0.03 0.01
C -3.478497 -3.199043 0.592187 0.09 -0.07 -0.02
C -3.785710 1.406445 -0.912040 0.06 -0.05 0.00
C -5.007230 1.916119 -0.509079 -0.01 0.03 -0.01
C -5.392551 3.141106 -1.038190 -0.01 -0.02 0.02
C -4.588258 3.818678 -1.956518 0.02 0.03 -0.02
C -3.375496 3.290124 -2.378576 -0.03 -0.02 0.02
C -2.986421 2.080408 -1.830615 0.04 0.03 -0.01
N 0.257025 -0.739429 -2.496914 0.05 0.17 -0.06
C 2.730425 -4.153206 -1.112198 0.03 -0.02 0.01
C 3.747557 -4.890269 -1.694992 -0.02 0.01 -0.01
H 5.152869 -6.468296 -1.342972 0.00 0.00 0.00
H 4.430145 -6.891972 0.962521 0.00 0.00 0.00
H 2.552267 -5.564871 1.970396 0.01 0.00 0.00
H 2.480057 -2.445424 -5.657881 0.00 0.00 0.00
H 2.261480 -1.155817 -7.755095 0.00 -0.01 0.00
H 0.892038 0.888778 -7.861657 0.00 0.01 0.00
H -0.320754 1.708671 -5.859300 0.00 0.00 -0.01
H -1.909676 -6.165923 1.298397 -0.01 -0.01 0.01
H -4.269808 -6.791813 1.717889 0.02 0.00 0.00
H -6.090726 -5.156272 1.436254 0.00 0.01 0.00
H -5.614162 -2.834831 0.708842 -0.01 -0.01 0.00
H -5.630067 1.375719 0.191772 0.00 0.00 0.00
H -6.334929 3.580740 -0.737288 0.00 0.00 0.00
H -4.920004 4.771832 -2.347522 0.00 0.00 0.00
H -2.750483 3.798988 -3.100254 -0.01 0.00 0.00
H 4.063980 -4.692444 -2.710832 0.00 0.00 0.00
O 4.214802 1.348300 2.298212 0.00 -0.02 0.00
C 3.566803 0.408614 1.591987 0.04 -0.01 0.04
C 4.253167 -0.532729 0.803805 0.00 0.00 -0.02
C 3.538476 -1.446235 0.097644 -0.03 -0.07 0.02
N 2.185706 -1.392026 0.155910 0.03 -0.10 0.19
C 1.466991 -0.542351 0.918635 -0.07 0.12 -0.35
Br 1.889491 -2.575524 3.223028 0.02 0.00 0.09
C 2.190687 0.396904 1.637230 -0.04 -0.03 0.00
H 5.168611 1.262887 2.187497 -0.01 0.01 0.00
H 5.333553 -0.555169 0.758725 0.00 0.01 0.01
H 3.989854 -2.210177 -0.513978 0.01 0.01 0.00
H 1.686810 1.135288 2.236889 -0.01 0.04 -0.02
C -4.533279 0.022981 3.037165 -0.01 0.00 0.00
C -3.251769 0.847253 3.161920 -0.04 -0.05 0.00
P -1.706588 -0.031161 2.620136 0.21 0.19 0.02
C -1.865375 -1.716615 3.327343 0.02 0.02 0.01
C -1.975414 -1.861513 4.840606 0.01 0.01 0.03
C -0.423573 0.751322 3.707078 0.00 0.05 0.00
C -0.807219 1.308964 5.077646 -0.01 -0.01 0.03
H -5.405378 0.644823 3.252149 0.00 0.00 0.01
H -4.537477 -0.804648 3.747736 0.01 -0.01 -0.01
H -4.650752 -0.395061 2.038570 -0.01 0.01 -0.01
H -3.137256 1.177711 4.195160 -0.01 -0.01 0.00
H -3.331768 1.753119 2.552374 0.01 -0.01 -0.01
H -0.973810 -2.250115 2.984356 0.01 0.00 0.00
H -2.719193 -2.180837 2.829973 -0.01 0.00 0.00
H -1.047930 -1.560626 5.327958 0.00 -0.02 -0.01
H -2.148463 -2.907369 5.100806 -0.01 0.00 -0.01
H -2.795612 -1.272867 5.259391 0.00 0.00 0.00
H 0.011454 1.567242 3.123371 -0.01 0.03 0.01
H 0.355961 -0.013474 3.802135 -0.01 -0.01 -0.01
H -1.380014 2.233551 4.989164 0.00 0.00 -0.01
H 0.093664 1.538014 5.650284 0.01 0.01 -0.01
H -1.398432 0.608106 5.664106 0.01 0.00 0.00
O 4.843746 6.342666 -3.465175 0.00 0.01 0.01
S 4.524830 7.511400 -2.670143 0.03 -0.01 0.02
O 5.666921 8.264362 -2.199090 -0.02 -0.01 -0.01
O 3.413635 8.308892 -3.161669 0.01 -0.01 0.00
C 3.790255 6.810829 -1.151772 0.02 -0.01 -0.04
N 3.920820 7.492127 -0.012082 -0.02 0.03 0.03
C 3.325123 6.990221 1.058281 0.02 -0.01 0.00
C 2.588663 5.815980 1.028637 -0.10 0.04 -0.05
C 2.521984 5.184763 -0.204190 0.06 0.01 0.05
N 3.122220 5.665558 -1.284100 0.03 -0.03 0.01
C 1.823975 3.888130 -0.380238 -0.04 0.01 -0.02
C 2.363665 2.929531 -1.232913 -0.05 0.03 -0.07
C 1.740082 1.706458 -1.344264 0.03 -0.03 0.06
N 0.624724 1.405681 -0.666504 -0.30 -0.17 0.11
C 0.070838 2.343687 0.109315 0.03 0.03 -0.01
C 0.636715 3.590054 0.279254 0.06 -0.06 0.08
H 3.450834 7.541205 1.985540 -0.02 0.01 -0.01
H 2.114078 5.413422 1.913076 0.03 -0.01 0.01
H 3.252350 3.160241 -1.804915 0.00 0.01 0.00
H 2.141143 0.926635 -1.980500 0.01 0.01 -0.02
H -0.846569 2.062728 0.614498 0.00 0.00 0.01
H 0.155642 4.318173 0.918204 -0.01 0.00 -0.01


79
Properties=species:S:1:pos:R:3:forces:R:3 method="wB97M-V/def2-TZVPD" e_homo_ev="-10.652 / -10.654" e_lumo_ev="-3.72 / -2.29" charge=+1 spin_multiplicity=7 de_lowest_kj_mol=0.00
Eu -0.173580 -0.159346 -0.106812 0.98 0.73 1.12
C 1.953145 1.157348 -0.850168 -0.41 0.00 1.02
C 0.840371 1.999317 -1.167661 0.15 0.05 0.46
C 0.986570 1.879952 1.128746 -0.07 -0.41 -0.80
C 2.064984 1.126606 0.572553 -0.50 0.07 -0.43
C 0.241125 2.447811 0.055543 0.72 -0.39 -0.20
C 2.947746 0.613336 -1.833767 0.32 0.21 -0.30
H 2.535221 0.368481 -2.824742 -0.10 0.16 0.33
H 3.505738 -0.274151 -1.506262 -0.25 0.28 0.16
H 3.688791 1.403817 -1.996833 0.12 -0.16 -0.19
C 3.193566 0.559623 1.354655 0.22 -0.14 0.38
H 3.897311 0.003763 0.729969 -0.02 0.22 0.07
H 2.866071 -0.099784 2.168597 0.01 0.26 -0.25
H 3.717865 1.408547 1.806058 0.20 -0.21 0.01
C 0.732540 2.139106 2.574814 0.27 0.22 0.60
H 1.174628 3.110952 2.813862 -0.06 0.04 0.21
H 1.195620 1.390208 3.225637 -0.01 0.15 -0.31
H -0.324838 2.193421 2.881691 0.26 -0.02 -0.40
C -0.662830 3.621814 0.271050 -0.07 0.34 -0.07
H 0.014663 4.486861 0.292908 -0.37 0.12 -0.02
H -1.173717 3.599552 1.242698 0.22 -0.06 -0.26
H -1.423993 3.805450 -0.499098 0.27 -0.17 0.05
C 0.822984 2.714558 -2.471276 -0.09 0.19 -0.43
H 1.717385 3.359768 -2.426078 -0.43 0.09 -0.43
H -0.074613 3.324461 -2.618788 0.25 -0.05 0.02
H 0.937526 2.053129 -3.342628 -0.05 0.17 0.21
C -2.105046 -0.958243 -2.966895 -0.51 -0.02 -0.16
C -1.161411 -0.282576 -3.621183 0.10 0.36 -0.31
C -1.452845 0.436134 -4.932713 0.30 -0.16 -0.09
C -2.304064 1.751166 -4.775277 -0.13 0.21 0.24
C -2.769753 2.092740 -3.358202 -0.01 -0.10 -0.55
C -3.734617 1.391058 -2.759312 -0.26 -0.18 -0.31
C -4.395948 0.190790 -3.435092 -0.07 0.43 0.20
C -3.520500 -1.109195 -3.517147 0.00 -0.23 0.26
H -1.983385 -0.232507 -5.639871 0.32 0.23 0.46
H -3.204889 1.615648 -5.397967 0.35 0.23 0.17
H -0.496969 0.698452 -5.416381 -0.37 -0.17 0.19
H -3.503324 -1.442560 -4.573636 0.17 0.09 0.61
H -1.977601 -1.392061 -1.960362 0.33 -0.02 -0.37
H -0.141692 -0.112785 -3.243791 -0.36 -0.29 0.17
H -4.033001 -1.898278 -2.943345 0.23 0.19 -0.29
H -5.332432 -0.032079 -2.895138 0.36 0.04 -0.35
H -4.154830 1.685739 -1.793795 0.34 0.04 -0.16
H -4.667812 0.471052 -4.468265 -0.02 -0.06 0.46
H -1.739702 2.604527 -5.193915 -0.29 -0.44 0.22
H -2.315067 2.974369 -2.902144 -0.25 -0.26 0.08
P 1.127753 -2.553774 -0.507255 -1.41 3.60 0.24
C 2.682290 -2.589730 0.366189 -0.17 -0.86 -0.07
H 2.872391 -3.649191 0.199928 1.16 -0.21 0.52
H 2.584090 -2.344259 1.427797 -0.03 -0.17 -0.35
H 3.413661 -1.946843 -0.126482 -0.08 -0.29 0.07
C 0.053404 -3.834243 0.120441 0.75 -0.39 -0.35
H 0.762485 -4.649155 -0.032385 -0.78 -1.07 0.37
H -0.839396 -3.910907 -0.511151 0.26 -0.23 0.12
H -0.185091 -3.662773 1.180557 0.20 -0.05 -0.26
C 1.536470 -2.867143 -2.218880 0.10 -0.69 0.58
H 0.613823 -3.005514 -2.788907 0.34 -0.18 -0.09
H 2.093753 -3.782030 -2.025061 0.32 -0.41 -1.37
H 2.155021 -2.060419 -2.625985 -0.09 -0.34 0.09
P -2.509886 -0.098398 1.345334 3.88 -0.27 -0.61
C -3.073867 1.576928 1.598362 -1.29 -0.36 -0.45
H -4.111664 1.295298 1.765250 -0.68 1.34 0.37
H -2.926624 2.271068 0.763125 -0.26 -0.35 0.27
H -2.580968 1.915909 2.513217 -0.29 0.05 -0.20
C -3.565763 -1.450676 0.829256 -0.84 0.82 0.38
H -4.184495 -1.087864 0.003964 -0.32 -0.54 0.19
H -4.069514 -1.581552 1.787773 -0.97 -0.84 -0.52
H -2.985613 -2.348382 0.562764 -0.13 0.50 0.14
C -2.213130 -0.525125 3.064808 -0.31 0.03 -0.43
H -3.235354 -0.297531 3.377185 0.13 -0.35 1.21
H -1.462994 0.144102 3.503729 -0.35 -0.30 -0.02
H -1.925621 -1.579340 3.133456 -0.17 0.28 0.32
C 1.384476 -1.299283 4.435021 0.24 -0.09 0.43
C 0.665282 -1.624488 3.161936 -1.73 -1.15 -1.74
O 0.048379 -2.722256 3.056836 1.03 1.53 0.23
O 0.661667 -0.734028 2.200527 -0.25 -0.74 0.22
H 1.268933 -2.134284 5.130008 0.04 0.16 -0.13
H 0.978191 -0.396679 4.907256 0.10 -0.07 -0.21
H 2.453190 -1.143102 4.251378 -0.15 0.10 0.00


15
Properties=species:S:1:pos:R:3:forces:R:3 method="wB97M-V/def2-TZVPD" e_homo_ev="-9.417 / -9.417" e_lumo_ev="-1.52 / -1.52" charge=0 de_lowest_kj_mol=203.84
C -1.775179 0.069962 0.079729 -0.19 3.69 -0.99
C -0.421709 -0.244296 -0.057117 3.05 -0.70 0.93
C -0.031207 -1.684721 -0.047550 -1.62 -2.06 0.79
C 1.897377 0.388611 0.028848 0.70 -1.28 -0.95
N -1.729826 2.818439 0.049490 0.57 1.05 -0.95
N 0.532085 0.629159 0.011847 -1.32 0.92 -0.19
F 2.396125 -0.402127 1.028604 -0.65 0.82 0.11
F 2.410108 -0.276079 -1.099503 -0.79 1.16 0.66
F 2.468340 1.590949 0.113278 0.73 -0.37 -0.05
S -2.559102 1.570724 -0.023077 0.25 -2.59 1.05
H -2.402640 -0.721232 0.201674 -2.06 -1.88 0.03
H 0.552814 -1.980708 0.843398 0.29 0.44 -0.88
H 0.276642 -2.102244 -0.982300 1.49 0.48 -0.65
H -0.877700 -2.378841 0.004283 -0.69 0.52 0.59
H -0.736131 2.722408 -0.151604 0.24 -0.21 0.50